(1)
Below is a structure of composition C33H27AsBrLiN3O2S3, with properties calculated with ωB97M-V/def2-TZVPD.

Properties
HOMO-LUMO gap ... 5.87 eV
ΔE to the lowest compared entry with this formula, charge and spin ... 38.04 kJ/mol
Calculated total energy ... -7600.5228 Eh
Maximum force ... 0.25 eV Å⁻¹
Charge ... -1
E_HOMO ... -3.858 eV
Molecular weight ... 755.57 g mol⁻¹
LUMO energy ... 2.0079 eV

Cartesian coordinates (Å):
1 Li 1.229 -0.294 -1.019
2 S 1.334 2.797 -1.581
3 C 0.112 3.965 -1.168
4 C 0.331 5.349 -1.298
5 C -0.631 6.273 -0.929
6 C -1.857 5.858 -0.413
7 C -2.100 4.499 -0.277
8 C -1.135 3.562 -0.642
9 As -1.428 1.650 -0.644
10 C -3.155 1.529 0.298
11 C -3.340 1.881 1.635
12 C -4.580 1.740 2.242
13 C -5.656 1.239 1.518
14 C -5.483 0.875 0.191
15 C -4.237 1.015 -0.413
16 C -0.366 1.129 0.935
17 C -0.355 -0.216 1.303
18 C 0.334 -0.644 2.437
19 C 0.999 0.280 3.229
20 C 0.999 1.624 2.867
21 C 0.338 2.042 1.721
22 H 1.281 5.679 -1.699
23 H -0.425 7.331 -1.045
24 H -2.609 6.582 -0.126
25 H -3.049 4.162 0.118
26 H -2.503 2.268 2.206
27 H -4.707 2.018 3.281
28 H -6.623 1.124 1.992
29 H -6.313 0.470 -0.375
30 H -4.097 0.698 -1.441
31 H -0.908 -0.939 0.712
32 H 0.341 -1.696 2.695
33 H 1.535 -0.046 4.113
34 H 1.535 2.347 3.470
35 H 0.357 3.087 1.435
36 O -2.487 -1.198 -2.810
37 C -2.602 -2.473 -2.406
38 C -3.809 -3.126 -2.673
39 C -4.001 -4.435 -2.282
40 C -2.993 -5.128 -1.614
41 C -1.798 -4.487 -1.350
42 C -1.575 -3.164 -1.737
43 C -0.282 -2.489 -1.429
44 O -0.140 -1.267 -1.793
45 N 0.618 -3.199 -0.789
46 N 1.760 -2.454 -0.509
47 C 2.721 -3.197 -0.148
48 S 4.322 -2.561 0.243
49 C 4.830 -4.046 1.134
50 C 4.299 -5.243 0.365
51 S 2.552 -4.956 -0.017
52 H -1.582 -0.894 -2.526
53 H -4.581 -2.569 -3.189
54 H -4.945 -4.922 -2.497
55 H -3.144 -6.154 -1.303
56 H -0.996 -4.997 -0.834
57 H 4.425 -4.023 2.146
58 H 5.919 -4.047 1.185
59 H 4.365 -6.155 0.958
60 H 4.860 -5.382 -0.559
61 Br 4.955 1.396 2.956
62 C 4.580 1.249 1.107
63 C 5.453 1.758 0.166
64 C 5.125 1.600 -1.170
65 C 3.943 0.957 -1.497
66 N 3.114 0.463 -0.580
67 C 3.429 0.598 0.705
68 H 6.358 2.267 0.469
69 H 5.761 1.995 -1.949
70 H 3.632 0.863 -2.529
71 H 2.743 0.181 1.429

How is the electron density shared among the atoms? According to Mulliken, the charges in e are: atom 1 (Li): 0.992, atom 2 (S): -0.429, atom 3 (C): 0.273, atom 4 (C): -0.564, atom 5 (C): -0.456, atom 6 (C): -0.725, atom 7 (C): -0.408, atom 8 (C): -0.446, atom 9 (As): 0.674, atom 10 (C): -0.196, atom 11 (C): 0.374, atom 12 (C): -0.678, atom 13 (C): -0.399, atom 14 (C): -0.565, atom 15 (C): -0.532, atom 16 (C): -0.097, atom 17 (C): 0.007, atom 18 (C): -0.431, atom 19 (C): -0.756, atom 20 (C): -0.543, atom 21 (C): 0.015, atom 22 (H): 0.380, atom 23 (H): 0.329, atom 24 (H): 0.380, atom 25 (H): 0.334, atom 26 (H): 0.418, atom 27 (H): 0.381, atom 28 (H): 0.356, atom 29 (H): 0.379, atom 30 (H): 0.358, atom 31 (H): 0.279, atom 32 (H): 0.411, atom 33 (H): 0.301, atom 34 (H): 0.447, atom 35 (H): 0.355, atom 36 (O): -0.697, atom 37 (C): 0.396, atom 38 (C): -0.698, atom 39 (C): -0.253, atom 40 (C): -0.780, atom 41 (C): -0.434, atom 42 (C): 0.180, atom 43 (C): 0.857, atom 44 (O): -1.133, atom 45 (N): -0.528, atom 46 (N): 0.204, atom 47 (C): -0.109, atom 48 (S): -0.053, atom 49 (C): -0.632, atom 50 (C): -0.553, atom 51 (S): -0.069, atom 52 (H): 0.219, atom 53 (H): 0.425, atom 54 (H): 0.361, atom 55 (H): 0.387, atom 56 (H): 0.468, atom 57 (H): 0.281, atom 58 (H): 0.368, atom 59 (H): 0.369, atom 60 (H): 0.285, atom 61 (Br): -0.192, atom 62 (C): -0.422, atom 63 (C): -0.245, atom 64 (C): -0.794, atom 65 (C): -0.510, atom 66 (N): 0.480, atom 67 (C): -0.698, atom 68 (H): 0.443, atom 69 (H): 0.421, atom 70 (H): 0.497, atom 71 (H): 0.944

(2)
Below is a structure of composition C33H27AuN7O3Se, with properties calculated with ωB97M-V/def2-TZVPD.

Properties
HOMO-LUMO gap (alpha / beta) ... 6.11 / 5.23 eV
Multiplicity ... 3
ΔE to the lowest compared entry with this formula, charge and spin ... 80.68 kJ/mol
Calculated total energy ... -4419.5921 Eh
Maximum force ... 0.38 eV Å⁻¹
Expectation value of S² ... 2.0689
Charge ... +1
E_HOMO (alpha / beta) ... -9.977 / -9.970 eV
Molecular weight ... 845.55 g mol⁻¹
LUMO energy (alpha / beta) ... -3.8694 / -4.7388 eV

Cartesian coordinates (Å):
1 Au 0.141 0.761 0.893
2 O 1.178 2.450 0.062
3 C 0.684 3.108 -0.974
4 C 1.607 3.676 -1.870
5 C 1.192 4.463 -2.919
6 C -0.167 4.673 -3.160
7 C -1.085 4.100 -2.312
8 C -0.685 3.332 -1.211
9 C -1.691 2.802 -0.304
10 N -1.598 1.752 0.501
11 C -2.777 1.641 1.217
12 C -3.605 2.633 0.825
13 N -2.911 3.347 -0.129
14 H 2.657 3.504 -1.671
15 H 1.930 4.912 -3.571
16 H -0.494 5.261 -4.006
17 H -2.142 4.223 -2.524
18 H -2.945 0.850 1.924
19 H -4.608 2.881 1.120
20 H -3.228 4.183 -0.591
21 C 2.023 -5.674 -6.523
22 O 2.716 -4.688 -5.759
23 C 3.086 -4.991 -4.510
24 C 3.668 -3.943 -3.776
25 C 4.007 -4.132 -2.463
26 C 3.796 -5.384 -1.860
27 C 3.329 -6.452 -2.621
28 C 2.949 -6.259 -3.935
29 N 4.073 -5.642 -0.514
30 N 4.162 -4.781 0.371
31 C 3.496 -3.653 0.656
32 C 4.209 -2.735 1.482
33 C 3.713 -1.523 1.831
34 C 2.417 -1.122 1.392
35 O 1.901 -0.054 1.794
36 C 1.665 -2.043 0.515
37 N 0.483 -1.588 0.072
38 C -0.294 -2.386 -0.630
39 C 0.025 -3.736 -0.819
40 C 1.231 -4.210 -0.371
41 C 2.137 -3.328 0.244
42 H 1.693 -5.173 -7.427
43 H 1.158 -6.051 -5.976
44 H 2.686 -6.499 -6.786
45 H 3.835 -2.997 -4.274
46 H 4.457 -3.328 -1.895
47 H 3.248 -7.426 -2.156
48 H 2.572 -7.089 -4.511
49 H 5.203 -3.032 1.795
50 H 4.270 -0.838 2.455
51 H -1.215 -1.963 -1.009
52 H -0.683 -4.394 -1.305
53 H 1.465 -5.260 -0.463
54 C -3.544 -5.240 0.743
55 N -2.487 -4.550 1.460
56 C -2.403 -3.200 1.551
57 Se -3.515 -1.956 0.807
58 N -1.287 -2.941 2.280
59 C -0.640 -4.114 2.644
60 C 0.512 -4.354 3.372
61 C 0.874 -5.681 3.556
62 C 0.102 -6.722 3.033
63 C -1.054 -6.473 2.306
64 C -1.409 -5.147 2.119
65 H -4.511 -4.856 1.061
66 H -3.481 -6.302 0.963
67 H -3.447 -5.079 -0.330
68 H -1.005 -2.001 2.499
69 H 1.099 -3.544 3.786
70 H 1.764 -5.914 4.125
71 H 0.407 -7.745 3.204
72 H -1.650 -7.285 1.912

How is the electron density shared among the atoms? According to Mulliken, the charges in e are: atom 1 (Au): 0.683, atom 2 (O): -0.786, atom 3 (C): 0.616, atom 4 (C): -0.465, atom 5 (C): -0.454, atom 6 (C): -0.768, atom 7 (C): -0.730, atom 8 (C): 0.056, atom 9 (C): 1.044, atom 10 (N): -0.218, atom 11 (C): -0.383, atom 12 (C): -0.625, atom 13 (N): -0.077, atom 14 (H): 0.448, atom 15 (H): 0.379, atom 16 (H): 0.409, atom 17 (H): 0.390, atom 18 (H): 0.537, atom 19 (H): 0.421, atom 20 (H): 0.205, atom 21 (C): -0.875, atom 22 (O): -0.404, atom 23 (C): 0.829, atom 24 (C): -0.774, atom 25 (C): -0.122, atom 26 (C): -0.245, atom 27 (C): -0.427, atom 28 (C): -0.292, atom 29 (N): -0.808, atom 30 (N): 0.012, atom 31 (C): -0.367, atom 32 (C): -0.211, atom 33 (C): -1.040, atom 34 (C): 1.029, atom 35 (O): -0.788, atom 36 (C): 0.321, atom 37 (N): -0.247, atom 38 (C): -0.866, atom 39 (C): -1.365, atom 40 (C): -0.651, atom 41 (C): 1.550, atom 42 (H): 0.238, atom 43 (H): 0.370, atom 44 (H): 0.357, atom 45 (H): 0.464, atom 46 (H): 0.462, atom 47 (H): 0.484, atom 48 (H): 0.457, atom 49 (H): 0.520, atom 50 (H): 0.497, atom 51 (H): 0.748, atom 52 (H): 0.516, atom 53 (H): 0.874, atom 54 (C): -1.015, atom 55 (N): 0.186, atom 56 (C): -0.573, atom 57 (Se): -0.154, atom 58 (N): 0.218, atom 59 (C): 0.475, atom 60 (C): -0.823, atom 61 (C): -0.628, atom 62 (C): -0.775, atom 63 (C): -0.981, atom 64 (C): 1.149, atom 65 (H): 0.376, atom 66 (H): 0.330, atom 67 (H): 0.339, atom 68 (H): 0.247, atom 69 (H): 0.499, atom 70 (H): 0.435, atom 71 (H): 0.426, atom 72 (H): 0.341

(3)
Below is a structure of composition C33H27BF4O4 at a distorted geometry, with properties calculated with ωB97M-V/def2-TZVPD.

Properties
HOMO-LUMO gap ... 3.22 eV
ΔE to the lowest compared entry with this formula, charge and spin ... 433.93 kJ/mol
Calculated total energy ... -1998.6282 Eh
Maximum force ... 3.38 eV Å⁻¹
E_HOMO ... -5.601 eV
Molecular weight ... 574.38 g mol⁻¹
LUMO energy ... -2.3836 eV

Cartesian coordinates (Å):
1 F 2.353 -3.685 -3.230
2 C 2.611 -2.476 -2.600
3 C 3.891 -1.907 -2.768
4 C 4.145 -0.731 -2.037
5 F 5.416 -0.184 -2.096
6 C 3.176 -0.124 -1.254
7 C 1.885 -0.692 -1.146
8 C 0.758 -0.100 -0.337
9 C -0.202 0.508 -1.385
10 C -0.590 1.911 -1.293
11 C -1.384 2.642 -2.340
12 F -1.252 4.051 -2.314
13 C -1.614 2.033 -3.621
14 C -1.121 0.753 -3.736
15 F -1.266 0.134 -4.966
16 C -0.560 -0.002 -2.653
17 C 1.633 -1.883 -1.827
18 H 4.635 -2.350 -3.402
19 H 3.417 0.783 -0.688
20 H 1.137 0.763 0.223
21 H 0.177 2.521 -0.856
22 H -2.143 2.547 -4.430
23 H -0.432 -1.091 -2.882
24 H 0.651 -2.372 -1.739
25 C -1.473 1.240 3.541
26 C -0.578 0.192 3.078
27 C -0.740 -1.162 3.419
28 C -0.288 -1.881 2.294
29 C 0.621 -0.941 1.454
30 B -2.256 2.370 -0.985
31 C 1.897 -1.587 1.365
32 C 3.218 -1.266 1.566
33 C 3.968 -2.421 1.187
34 C 3.052 -3.378 0.797
35 C 3.136 -4.696 0.213
36 O 1.784 -2.880 0.909
37 C -3.116 1.066 -0.864
38 C -3.759 0.515 0.236
39 C -3.966 -0.888 -0.024
40 C -3.456 -1.128 -1.281
41 C -3.266 -2.379 -2.004
42 O -3.070 0.046 -1.848
43 C -1.965 3.219 0.274
44 C -2.733 3.999 1.095
45 C -1.916 4.507 2.144
46 C -0.641 4.031 1.950
47 C 0.601 4.077 2.758
48 O -0.645 3.276 0.794
49 O 0.399 0.355 2.125
50 H -1.609 1.056 4.634
51 H -1.147 2.271 3.402
52 H -2.471 1.140 3.044
53 H -1.248 -1.559 4.317
54 H -0.413 -2.990 2.197
55 H 3.583 -0.296 1.930
56 H 5.056 -2.549 1.195
57 H 4.105 -4.778 -0.281
58 H 3.058 -5.475 0.979
59 H 2.353 -4.876 -0.526
60 H -4.022 1.023 1.178
61 H -4.495 -1.606 0.607
62 H -4.119 -3.030 -1.813
63 H -3.141 -2.302 -3.088
64 H -2.398 -2.895 -1.577
65 H -3.798 4.125 0.978
66 H -2.242 5.143 2.973
67 H 0.948 5.102 2.986
68 H 0.433 3.632 3.752
69 H 1.439 3.528 2.298

How is the electron density shared among the atoms? According to natural (NBO), the charges in e are: atom 1 (F): -0.336, atom 2 (C): 0.422, atom 3 (C): -0.358, atom 4 (C): 0.411, atom 5 (F): -0.332, atom 6 (C): -0.258, atom 7 (C): 0.003, atom 8 (C): -0.198, atom 9 (C): 0.115, atom 10 (C): -0.425, atom 11 (C): 0.169, atom 12 (F): -0.364, atom 13 (C): -0.173, atom 14 (C): 0.346, atom 15 (F): -0.343, atom 16 (C): -0.208, atom 17 (C): -0.319, atom 18 (H): 0.248, atom 19 (H): 0.228, atom 20 (H): 0.229, atom 21 (H): 0.251, atom 22 (H): 0.242, atom 23 (H): 0.219, atom 24 (H): 0.235, atom 25 (C): -0.702, atom 26 (C): 0.511, atom 27 (C): -0.331, atom 28 (C): -0.058, atom 29 (C): 0.212, atom 30 (B): 0.213, atom 31 (C): 0.200, atom 32 (C): -0.269, atom 33 (C): -0.317, atom 34 (C): 0.319, atom 35 (C): -0.670, atom 36 (O): -0.435, atom 37 (C): 0.105, atom 38 (C): -0.320, atom 39 (C): -0.351, atom 40 (C): 0.293, atom 41 (C): -0.664, atom 42 (O): -0.452, atom 43 (C): 0.120, atom 44 (C): -0.306, atom 45 (C): -0.327, atom 46 (C): 0.250, atom 47 (C): -0.661, atom 48 (O): -0.464, atom 49 (O): -0.428, atom 50 (H): 0.243, atom 51 (H): 0.273, atom 52 (H): 0.288, atom 53 (H): 0.255, atom 54 (H): 0.259, atom 55 (H): 0.242, atom 56 (H): 0.241, atom 57 (H): 0.238, atom 58 (H): 0.229, atom 59 (H): 0.242, atom 60 (H): 0.213, atom 61 (H): 0.216, atom 62 (H): 0.228, atom 63 (H): 0.236, atom 64 (H): 0.213, atom 65 (H): 0.224, atom 66 (H): 0.217, atom 67 (H): 0.233, atom 68 (H): 0.206, atom 69 (H): 0.233

- Which of these has the highest maximum force?
  C33H27BF4O4

- Which of these has the lowest calculated total energy?
  C33H27AsBrLiN3O2S3

- What is the formula in the third record?
  C33H27BF4O4